Record 1
Density functional theory data (wB97M-V/def2-TZVPD) for a molecular structure, C22H31AuN3O9PS2Te in a non-equilibrium geometry.

```
70
C22H31AuN3O9PS2Te wB97M-V/def2-TZVPD
Au 0.2751 0.6155 0.8373
C -3.8604 -5.3947 0.7004
O -3.8321 -4.9576 2.0465
C -3.0759 -3.8756 2.3406
C -3.0897 -3.4856 3.6989
C -2.3319 -2.4212 4.0748
C -1.5235 -1.6595 3.1840
C -0.7267 -0.5812 3.7127
C -0.7492 -0.2099 5.1868
O 0.0487 0.1500 3.0609
C -1.5372 -2.0434 1.7890
O -0.8966 -1.4710 0.8484
C -2.3314 -3.1792 1.4282
H -4.5275 -6.2515 0.6747
H -2.8666 -5.6963 0.3616
H -4.2473 -4.6127 0.0416
H -3.6836 -4.0481 4.4050
H -2.3561 -2.1551 5.1192
H -1.3213 -0.8442 5.8511
H -1.1347 0.8082 5.2547
H 0.2854 -0.1843 5.5283
H -2.2781 -3.4759 0.3902
C -1.3580 6.8294 -2.1645
C -0.1939 6.0590 -1.5951
O -0.7025 5.0694 -0.6741
P -0.1986 3.5832 -0.5139
O -1.2284 2.6789 0.0287
Te 0.4920 2.7174 -2.7281
O 1.0906 3.6146 0.4008
C 2.2541 4.4126 0.0968
C 3.4823 3.5700 0.3360
H -0.9908 7.6094 -2.8320
H -1.9311 7.2966 -1.3651
H -2.0185 6.1708 -2.7274
H 0.4862 6.7037 -1.0384
H 0.3781 5.5669 -2.3884
H 2.2197 5.2883 0.7449
H 2.2173 4.7472 -0.9434
H 3.5793 3.3260 1.3939
H 4.3747 4.1152 0.0268
H 3.4218 2.6481 -0.2447
N 2.8303 0.0361 1.4182
C 3.1175 -0.7647 0.2813
C 4.0452 -0.4184 -0.6913
C 4.0583 -1.1027 -1.9093
C 3.1824 -2.1410 -2.1394
C 2.3391 -2.5691 -1.1091
C 2.2884 -1.8777 0.0855
S 3.0219 -2.9760 -3.7189
O 3.6634 -4.2589 -3.5665
O 3.6156 -2.0854 -4.6915
O 1.5535 -3.0763 -3.8351
H 3.4636 0.7914 1.6378
H 2.6559 -0.5023 2.2568
H 4.7007 0.4323 -0.5388
H 4.7169 -0.7964 -2.7124
H 1.6763 -3.4077 -1.2853
H 1.5659 -2.1501 0.8440
S 0.7945 0.5579 -1.7129
C -0.7810 -0.1902 -1.9830
N -1.9313 0.2675 -1.5071
C -2.9887 -0.7155 -1.7599
C -2.2425 -1.8258 -2.5355
N -0.8913 -1.2788 -2.6781
H -1.9389 0.9527 -0.7594
H -3.7831 -0.2650 -2.3527
H -3.3996 -1.0760 -0.8182
H -2.6798 -1.9999 -3.5158
H -2.1944 -2.7651 -1.9877
H -0.0721 -1.8280 -3.0635
```

Calculated values
HOMO = -7.68 eV
relative energy (zero: lowest compared OMol25 entry of this formula, charge and spin) = 1.097 eV
gap between HOMO and LUMO = 5.80 eV
maximum force = 0.0310 hartree/bohr



Record 2
Density functional theory data (wB97M-V/def2-TZVPD) for a single C5H6 molecule in a non-equilibrium geometry.

```
11
C5H6 wB97M-V/def2-TZVPD
C -1.1684 -0.6812 0.1628
C -1.2241 0.6522 0.1204
C 0.2253 0.7391 -0.3894
C 1.2146 -0.0520 0.4968
C 0.1998 -0.7853 -0.4105
H -1.9278 -1.3566 0.3946
H -1.8158 1.5318 0.2841
H 0.4984 1.6317 -1.2952
H 2.1909 -0.1087 0.2210
H 1.2359 -0.2494 1.5957
H 0.5712 -1.3216 -1.1803
```

Calculated values
HOMO = -8.52 eV
SMILES = C1=C[C@H]2C[C@@H]12
relative energy (zero: lowest compared OMol25 entry of this formula, charge and spin) = 3.313 eV
gap between HOMO and LUMO = 9.86 eV
maximum force = 0.0834 hartree/bohr



Record 3
Density functional theory data (wB97M-V/def2-TZVPD) for a molecular structure, C42H39IN7PRuS in a non-equilibrium geometry.

```
92
C42H39IN7PRuS wB97M-V/def2-TZVPD
Ru -0.1572 0.0240 -0.0803
C 1.5845 1.8180 2.1456
N 1.3369 1.9173 0.7095
C 2.5519 1.9481 -0.0999
C 2.9560 0.5642 -0.5145
N 2.0953 -0.4116 -0.7537
C 2.8420 -1.4877 -1.1923
C 2.4743 -2.7676 -1.6032
C 3.4822 -3.6484 -1.9420
C 4.8281 -3.2722 -1.9215
C 5.2142 -1.9943 -1.5630
C 4.2043 -1.1170 -1.1950
N 4.2266 0.1908 -0.7645
C 0.3829 1.2480 2.8204
N -0.5470 0.5468 2.1866
C -1.4234 0.1065 3.1565
C -2.5685 -0.6851 3.0810
C -3.2284 -0.9685 4.2602
C -2.7793 -0.4933 5.4938
C -1.6490 0.3036 5.5895
C -0.9846 0.5934 4.4090
N 0.1578 1.3187 4.1419
H 1.8415 2.7927 2.5874
H 2.4274 1.1356 2.3168
H 0.7785 2.7556 0.5276
H 3.3799 2.4430 0.4247
H 2.3338 2.5273 -1.0057
H 1.4370 -3.0574 -1.6641
H 3.2295 -4.6580 -2.2292
H 5.5818 -3.9980 -2.1820
H 6.2500 -1.6983 -1.5600
H 5.0600 0.7485 -0.6502
H -2.9263 -1.0705 2.1395
H -4.1095 -1.5894 4.2317
H -3.3219 -0.7552 6.3896
H -1.2976 0.6749 6.5403
H 0.7258 1.7893 4.8313
I -2.9421 -0.6036 -0.8082
C -4.0789 0.9575 -1.7724
C -5.3958 1.0062 -1.3879
C -6.2958 1.8149 -2.0877
C -5.8664 2.4911 -3.1978
C -4.5161 2.4530 -3.6011
C -4.1163 3.1213 -4.7754
C -2.8083 3.1177 -5.1843
C -1.8478 2.5113 -4.3772
C -2.1875 1.8624 -3.2010
P -0.7123 1.5384 -2.1493
C 0.3843 0.6481 -3.2895
C 1.7516 0.8874 -3.4227
C 2.5430 0.0074 -4.1398
C 1.9851 -1.1148 -4.7341
C 0.6201 -1.3427 -4.6317
C -0.1742 -0.4835 -3.8969
C -0.2242 3.2670 -1.8392
C -0.8491 3.8258 -0.7165
C -0.6534 5.1578 -0.4006
C 0.1897 5.9338 -1.1833
C 0.8242 5.3771 -2.2829
C 0.6159 4.0502 -2.6250
C -3.5483 1.7334 -2.8242
H -5.7491 0.3938 -0.5729
H -7.3244 1.8632 -1.7693
H -6.5613 3.0633 -3.7915
H -4.8703 3.6389 -5.3467
H -2.5104 3.6085 -6.0979
H -0.8092 2.5709 -4.6701
H 2.1938 1.7687 -2.9837
H 3.6005 0.2016 -4.2375
H 2.6122 -1.8083 -5.2719
H 0.1749 -2.1902 -5.1281
H -1.2416 -0.6590 -3.8083
H -1.5157 3.2106 -0.1123
H -1.1579 5.5990 0.4456
H 0.3523 6.9703 -0.9330
H 1.4688 5.9904 -2.8924
H 1.0878 3.6488 -3.5090
S -0.1844 -2.5004 0.7668
C -0.6674 -3.8247 -0.2373
N -1.0393 -3.6135 -1.4934
C -1.4308 -4.6924 -2.3858
C -0.6407 -5.9400 -2.0052
C -0.8624 -6.2427 -0.5282
N -0.6086 -5.0456 0.2582
H -1.0496 -2.6618 -1.8385
H -1.2164 -4.3874 -3.4107
H -2.5051 -4.8805 -2.2951
H 0.4206 -5.7703 -2.1921
H -0.9587 -6.7890 -2.6059
H -0.1889 -7.0298 -0.1860
H -1.8861 -6.5864 -0.3526
H -0.3562 -5.1605 1.2301
```

Calculated values
HOMO (spin up / spin down) = -15.43 / -15.46 eV
<S²> = 1.00
gap between HOMO and LUMO (spin up / spin down) = 5.46 / 6.23 eV
multiplicity = 2
maximum force = 0.0336 hartree/bohr
total charge = +3



Record 4
Density functional theory data (wB97M-V/def2-TZVPD) for a molecular structure, C33H24Cl2GaNO5P in a non-equilibrium geometry.

```
67
C33H24Cl2GaNO5P wB97M-V/def2-TZVPD
Ga 10.5007 11.4047 11.7271
Cl 16.1622 15.8685 10.9526
C 15.0452 14.5968 11.0399
C 15.4948 13.3218 11.4969
C 14.6301 12.2517 11.3954
C 13.2185 12.4342 11.1828
O 12.4342 11.4408 11.4281
C 12.7516 13.7558 10.7568
C 11.3598 13.9947 10.4861
O 10.4081 13.1596 10.7006
C 13.7277 14.7659 10.6556
H 16.5289 13.2481 11.8336
H 14.9369 11.2106 11.6210
H 11.0825 14.9154 9.9848
H 13.5199 15.7910 10.3093
O 8.1448 12.4398 10.1077
N 8.5012 11.1818 10.6441
C 7.4430 10.4640 10.8930
C 7.4717 9.1061 11.2658
C 6.2434 8.4247 11.3959
C 6.1856 7.0365 11.5127
C 7.3734 6.2788 11.3993
C 8.5770 6.9260 11.4444
C 8.6789 8.3413 11.3289
P 10.3434 9.0027 11.2989
C 11.0607 8.5175 9.7304
C 12.3880 8.8422 9.5080
C 13.0282 8.5943 8.2916
C 12.3009 7.9929 7.2624
C 10.9841 7.6064 7.4786
C 10.3760 7.8347 8.7011
C 11.2287 8.0358 12.5346
C 12.4290 7.3377 12.2968
C 13.1966 6.8448 13.3377
C 12.8419 7.0742 14.6606
C 11.6034 7.6424 14.9324
C 10.8365 8.1537 13.8806
H 9.0483 12.8583 10.0213
H 6.4669 10.9547 10.7791
H 5.3092 8.9897 11.4854
H 5.2172 6.6066 11.6161
H 7.2798 5.1881 11.4439
H 9.4965 6.3598 11.5866
H 12.9386 9.3469 10.3144
H 14.0875 8.8227 8.1403
H 12.8124 7.8106 6.3283
H 10.4481 7.1148 6.6626
H 9.3555 7.4391 8.8982
H 12.6907 7.0151 11.2802
H 14.1181 6.3167 13.0872
H 13.5027 6.7530 15.4768
H 11.1846 7.7300 15.9497
H 9.8464 8.6043 14.0946
Cl 10.9743 11.8754 20.0426
C 10.6291 12.0157 18.4010
C 11.3858 12.7728 17.4884
C 11.1361 12.7328 16.1236
C 10.1129 11.9442 15.6638
C 9.2695 11.2426 16.5495
C 9.5107 11.2737 17.9261
C 10.0191 11.6489 14.2336
O 9.2400 10.7546 13.8204
O 10.7946 12.2743 13.4156
H 12.2121 13.3972 17.8782
H 11.8165 13.2361 15.4376
H 8.5542 10.5196 16.1232
H 8.8673 10.6850 18.5892
```

Calculated values
HOMO (spin up / spin down) = -10.95 / -10.95 eV
gap between HOMO and LUMO (spin up / spin down) = 7.27 / 7.28 eV
maximum force = 0.0534 hartree/bohr
total charge = +1



Record 5
Density functional theory data (wB97M-V/def2-TZVPD) for 2 unconnected molecules or ions with the total composition C15H18 in a non-equilibrium geometry.

```
33
C15H18 wB97M-V/def2-TZVPD
C -1.3021 -3.6825 2.1576
C -0.4985 -2.3206 2.0525
C -1.4963 -1.2844 1.6243
C -2.5153 -0.8372 2.4357
C -3.3350 0.2057 2.0231
C -3.1254 0.9055 0.8407
C -2.1922 0.3531 -0.0779
C -1.4840 -0.7753 0.3148
H -1.9538 -3.7742 3.0102
H -0.5244 -4.4388 2.0506
H -1.8916 -3.7525 1.2356
H -0.2047 -2.0798 3.0700
H 0.3333 -2.2810 1.3591
H -2.6248 -1.3214 3.3918
H -4.0552 0.6020 2.7279
H -3.6700 1.8200 0.6653
H -1.9117 0.9103 -0.9604
H -0.8745 -1.2693 -0.4364
C 2.8144 -0.9872 -2.4739
C 2.4486 0.4302 -2.0926
C 1.1408 0.9203 -2.0949
C 0.8234 2.1214 -1.4732
C 1.8376 2.9212 -0.9344
C 3.1242 2.4593 -1.0401
C 3.4609 1.1781 -1.5197
H 2.0034 -1.6879 -2.6391
H 3.5564 -1.3927 -1.7819
H 3.3052 -0.8836 -3.4645
H 0.4016 0.4558 -2.7428
H -0.2348 2.3416 -1.4653
H 1.6295 3.9136 -0.5523
H 3.9643 3.0942 -0.7627
H 4.5019 0.9614 -1.3718
```

Calculated values
HOMO = -8.79 eV
SMILES = CCc1ccccc1.Cc1ccccc1
relative energy (zero: lowest compared OMol25 entry of this formula, charge and spin) = 0.843 eV
gap between HOMO and LUMO = 9.69 eV
maximum force = 0.0553 hartree/bohr



Record 6
Density functional theory data (wB97M-V/def2-TZVPD) for a molecular structure, C20H31HoO2 in a non-equilibrium geometry.

```
54
C20H31HoO2 wB97M-V/def2-TZVPD
O 0.4305 0.0602 -3.3506
C 0.4695 1.3217 -4.0916
C 0.3133 0.6877 -5.4626
H 1.4482 1.7665 -3.8902
H -0.3301 2.0409 -3.8734
C 0.3888 -0.6311 -4.6524
H 1.1416 0.8641 -6.1428
H -0.6604 0.8123 -5.9425
C 1.6710 -1.3810 -4.9604
H 2.5530 -0.7325 -4.8741
H 1.6414 -1.7567 -5.9912
H 1.7863 -2.2382 -4.2898
C -0.8353 -1.5116 -4.7970
H -1.7431 -0.9424 -4.5612
H -0.7299 -2.3903 -4.1449
H -0.9275 -1.8695 -5.8342
Ho 0.0480 -0.1357 2.6491
C -1.8264 -0.6124 4.3393
C -1.6723 0.7985 4.3933
C -2.0793 1.3426 3.1318
H -1.3509 1.3687 5.2663
C -2.4504 0.2481 2.2845
C -2.2981 -0.9621 3.0329
H -2.5511 -1.9639 2.6792
H -1.7075 -1.2927 5.1829
H -2.1440 2.4022 2.8853
H -2.8904 0.3264 1.2910
C 0.9996 -1.7819 4.3593
C 0.2704 -2.5512 3.3971
C 0.9243 -2.4210 2.1307
H -0.5856 -3.1900 3.6116
C 2.0788 -1.5900 2.3203
C 2.1348 -1.2165 3.7026
H 2.9253 -0.6468 4.1893
H 0.7768 -1.7004 5.4216
H 0.6372 -2.9268 1.2061
H 2.8084 -1.3239 1.5528
O 0.5281 0.5393 0.4622
C -0.3984 -0.1135 -0.4830
C -1.2751 1.0270 -0.9727
H -0.9549 -0.9463 -0.0109
H 0.2029 -0.5340 -1.2947
C -0.2762 2.1953 -1.0666
H -2.0327 1.2536 -0.2022
H -1.8134 0.7765 -1.8795
C 0.5905 2.0213 0.1632
H -0.7259 3.1845 -1.1863
H 0.3949 2.0179 -1.9160
H 0.1887 2.5695 1.0296
H 1.6526 2.2615 0.0048
C 1.1716 1.6375 3.6615
H 1.1880 1.5341 4.7573
H 2.2200 1.7119 3.3343
H 0.6745 2.5924 3.4310
```

Calculated values
HOMO (spin up / spin down) = -7.51 / -7.47 eV
relative energy (zero: lowest compared OMol25 entry of this formula, charge and spin) = 0.000 eV
<S²> = 6.00
gap between HOMO and LUMO (spin up / spin down) = 7.90 / 7.87 eV
multiplicity = 5
maximum force = 0.0341 hartree/bohr